1.
Below is a molecular structure, C25H37O6PtS, with properties calculated with wB97M-V/def2-TZVPD.

```
70
C25H37O6PtS | the Open Molecules 2025 dataset | wB97M-V/def2-TZVPD
Pt 0.89 -1.12 -0.32
C -3.09 2.39 -2.05
O -1.88 2.34 -1.32
C -2.03 2.74 0.02
C -2.50 1.64 0.94
O -1.44 0.71 1.14
C -1.72 -0.24 2.14
C -1.54 -1.65 1.64
O -0.14 -1.87 1.36
C 0.33 -3.18 1.75
H -3.56 3.38 -1.96
H -2.85 2.21 -3.10
H -3.81 1.64 -1.72
H -1.05 3.07 0.36
H -2.72 3.59 0.09
H -2.78 2.09 1.90
H -3.38 1.13 0.54
H -1.05 -0.08 2.99
H -2.75 -0.14 2.51
H -1.85 -2.35 2.41
H -2.11 -1.83 0.73
H 0.08 -3.35 2.79
H -0.12 -3.95 1.12
H 1.41 -3.18 1.62
C 4.41 1.24 1.34
S 3.57 -0.21 0.86
O 4.29 -1.37 1.25
O 3.56 -0.08 -0.71
O 2.16 -0.09 1.26
H 5.42 1.19 0.93
H 4.44 1.24 2.43
H 3.87 2.10 0.96
C 4.31 -4.64 -3.08
C 4.21 -4.23 -1.76
C 3.45 -3.11 -1.43
C 2.80 -2.40 -2.43
C 2.89 -2.83 -3.75
C 3.64 -3.94 -4.08
C 1.99 -1.17 -2.19
C 2.31 -0.04 -1.44
C 1.92 1.34 -1.82
C 2.07 1.74 -3.14
C 1.76 3.04 -3.52
C 1.30 3.94 -2.58
C 1.15 3.55 -1.25
C 1.45 2.25 -0.87
H 4.90 -5.52 -3.33
H 4.72 -4.77 -0.98
H 3.38 -2.81 -0.40
H 2.37 -2.29 -4.53
H 3.71 -4.27 -5.11
H 1.29 -0.95 -2.99
H 2.44 1.03 -3.88
H 1.88 3.34 -4.55
H 1.06 4.95 -2.87
H 0.79 4.26 -0.52
H 1.30 1.93 0.15
C -1.21 -0.40 -3.17
C -1.61 -1.23 -1.96
C -2.82 -2.12 -2.30
C -0.47 -2.12 -1.46
H -2.09 0.10 -3.60
H -0.80 -1.03 -3.96
H -0.49 0.38 -2.91
H -1.90 -0.53 -1.16
H -2.56 -2.83 -3.08
H -3.65 -1.51 -2.65
H -3.15 -2.69 -1.43
H -0.02 -2.66 -2.29
H -0.86 -2.87 -0.77
```

Output
spin multiplicity: 1
HOMO level: -11.6 eV
total charge: +1
frontier orbital gap: 0.3326 Eh
ΔE to the lowest compared entry with this formula, charge and spin: 0.00 kJ/mol

These are the Mulliken partial charges, in e, on atoms 1 to 5:
1. Pt 1.03
2. C -0.93
3. O -0.01
4. C -0.82
5. C -0.60

2.
Below is a molecular structure, C25H38AlBr3F3LiMgN2NaO5P, with properties calculated with wB97M-V/def2-TZVPD.

```
81
C25H38AlBr3F3LiMgN2NaO5P | the Open Molecules 2025 dataset | wB97M-V/def2-TZVPD
C 0.51 -1.76 -3.38
C -0.10 -1.41 -2.14
C -0.96 -1.00 -0.77
C -0.33 0.36 -0.12
N -0.08 1.39 -1.23
C 1.08 0.31 0.72
C 2.42 -0.35 0.04
O 3.37 -0.63 1.17
C 3.20 -2.02 1.64
C 4.14 -2.27 2.99
O 5.19 -3.28 2.79
C 4.63 -4.64 2.62
C 3.86 -5.24 3.94
N 1.19 1.78 1.16
C -0.15 2.54 1.05
O -0.38 3.85 1.03
C -1.21 1.26 0.95
C -1.76 0.57 2.33
C -0.73 0.62 3.60
F -2.14 -0.89 2.17
P -2.81 1.95 0.09
C -3.62 3.32 1.15
C -4.16 0.58 -0.03
C -4.79 0.47 -1.57
H 0.66 -2.20 -4.48
H -0.90 -1.95 -0.05
H -2.08 -0.92 -1.12
H 0.88 1.29 -1.63
H -0.83 1.36 -1.96
H 0.83 -0.47 1.57
H 2.92 0.47 -0.64
H 2.22 -1.32 -0.59
H 2.09 -2.21 1.97
H 3.51 -2.79 0.81
H 3.46 -2.47 3.92
H 4.70 -1.25 3.21
H 5.56 -5.35 2.42
H 3.93 -4.75 1.67
H 4.31 -6.32 4.15
H 2.70 -5.42 3.73
H 4.00 -4.59 4.92
H 1.96 2.16 0.53
H -2.75 1.12 2.63
H -1.34 0.59 4.63
H -0.07 -0.36 3.61
H -0.06 1.58 3.67
H -4.07 2.81 2.10
H -2.93 4.23 1.40
H -4.54 3.78 0.54
H -5.07 0.89 0.68
H -3.78 -0.50 0.25
H -5.87 0.96 -1.56
H -4.87 -0.68 -1.84
H -4.08 0.98 -2.36
Na -0.14 -3.71 -2.11
C 8.22 -3.97 1.84
C 8.66 -5.28 1.21
O 7.75 -5.93 0.61
O 9.88 -5.56 1.36
H 7.15 -3.79 1.67
H 8.40 -4.00 2.92
H 8.79 -3.14 1.41
Mg -2.27 1.14 -3.03
Br -6.49 3.76 0.06
F 0.46 1.92 4.97
Li -1.33 4.48 -1.04
Br 1.91 -6.51 4.73
Al -0.56 0.65 6.25
Br 1.17 1.26 8.46
F -4.05 2.27 -5.61
C -4.46 3.39 -6.20
C -5.81 3.73 -6.18
C -6.23 4.91 -6.80
C -5.30 5.73 -7.43
C -3.95 5.39 -7.45
C -3.53 4.21 -6.83
H -6.52 3.07 -5.69
H -7.29 5.18 -6.78
H -5.64 6.65 -7.92
H -3.23 6.03 -7.95
H -2.48 3.93 -6.82
```

Output
spin multiplicity: 1
HOMO level: -10.9 eV
total charge: +2
frontier orbital gap: 0.0461 Eh

These are the Mulliken partial charges, in e, on atoms 1 to 5:
1. C -0.92
2. C -0.41
3. C 0.48
4. C -0.45
5. N 0.22

3.
Below is a molecular structure, C25H38AsFeN4P, with properties calculated with wB97M-V/def2-TZVPD.

```
70
C25H38AsFeN4P | the Open Molecules 2025 dataset | wB97M-V/def2-TZVPD
Fe 0.07 0.07 0.05
C -2.67 0.84 1.32
C -3.27 0.79 -0.08
C -2.88 -0.44 -0.85
C -3.86 -1.18 -1.50
C -3.54 -2.34 -2.18
C -2.22 -2.76 -2.17
C -1.29 -1.98 -1.50
N -1.59 -0.84 -0.86
N -1.25 1.23 1.37
C -0.75 1.06 2.73
C 0.74 1.22 2.72
C 1.44 1.64 3.84
C 2.82 1.70 3.80
C 3.46 1.37 2.62
C 2.69 0.99 1.53
N 1.35 0.91 1.56
C -1.07 2.66 1.01
C -0.90 2.82 -0.46
C -1.23 4.00 -1.12
C -1.13 4.05 -2.50
C -0.75 2.89 -3.18
C -0.43 1.77 -2.44
N -0.45 1.74 -1.10
H -2.74 -0.15 1.77
H -3.27 1.52 1.94
H -3.00 1.67 -0.66
H -4.35 0.81 0.01
H -4.88 -0.83 -1.47
H -4.30 -2.91 -2.69
H -1.91 -3.66 -2.67
H -0.26 -2.29 -1.46
H -1.00 0.06 3.08
H -1.21 1.76 3.44
H 0.90 1.90 4.74
H 3.39 2.02 4.67
H 4.53 1.41 2.52
H 3.16 0.75 0.60
H -0.16 3.03 1.49
H -1.89 3.27 1.39
H -1.59 4.85 -0.56
H -1.38 4.95 -3.04
H -0.70 2.86 -4.25
H -0.16 0.85 -2.93
C 2.65 1.10 -2.03
P 1.83 -0.44 -1.49
C 1.51 -1.27 -3.09
C 3.25 -1.45 -0.95
H 3.55 0.86 -2.61
H 2.94 1.73 -1.19
H 1.99 1.69 -2.67
H 2.40 -1.18 -3.72
H 0.67 -0.85 -3.62
H 1.31 -2.33 -2.93
H 4.05 -1.38 -1.69
H 2.95 -2.49 -0.87
H 3.65 -1.13 0.02
C -1.61 -2.60 2.12
As 0.12 -2.00 1.48
C 0.78 -3.67 0.76
C 1.13 -2.00 3.15
H -1.52 -3.62 2.50
H -2.35 -2.58 1.32
H -1.96 -1.97 2.94
H 0.71 -4.44 1.53
H 1.81 -3.57 0.45
H 0.17 -3.99 -0.09
H 1.04 -2.98 3.61
H 0.75 -1.25 3.84
H 2.18 -1.79 2.94
```

Output
spin multiplicity: 1
HOMO level (spin up / spin down): -14.8 / -14.8 eV
total charge: +2
frontier orbital gap (spin up / spin down): 0.3576 / 0.3576 Eh
ΔE to the lowest compared entry with this formula, charge and spin: 12.27 kJ/mol

These are the Mulliken partial charges, in e, on atoms 1 to 5:
1. Fe 0.42
2. C -1.04
3. C -1.26
4. C 0.69
5. C -0.98

4.
Below is a molecular structure, C25H38AsN4NdO2S2, with properties calculated with wB97M-V/def2-TZVPD.

```
73
C25H38AsN4NdO2S2 | the Open Molecules 2025 dataset | wB97M-V/def2-TZVPD
Nd -0.90 0.07 -0.28
C -2.41 1.91 3.55
C -1.34 2.28 4.34
C -0.07 1.75 4.02
C 0.03 0.59 3.26
N -1.07 0.28 2.36
C -2.20 0.87 2.60
C 1.00 -0.44 3.53
C 2.07 -0.14 4.31
C 3.09 -1.08 4.31
C 2.86 -2.43 3.88
C 1.65 -2.77 3.33
C 0.70 -1.78 3.17
H -3.35 2.38 3.78
H -1.51 3.13 4.99
H 0.81 2.03 4.64
H -3.09 0.50 2.11
H 2.23 0.84 4.75
H 4.04 -0.83 4.77
H 3.73 -3.06 3.90
H 1.33 -3.79 3.04
S 2.07 -0.09 -0.40
C 2.96 -1.49 -0.63
N 3.82 -1.99 0.34
C 4.71 -3.01 0.09
C 4.80 -3.63 -1.14
C 4.00 -3.13 -2.15
C 3.18 -2.02 -1.91
H 3.71 -1.63 1.26
H 5.34 -3.30 0.95
H 5.59 -4.35 -1.38
H 3.90 -3.51 -3.12
H 2.64 -1.45 -2.70
C -0.99 5.16 -1.48
As 0.12 3.79 -0.68
C 1.70 3.50 -1.82
C 0.63 4.08 1.14
O -0.74 2.32 -0.62
H -0.40 6.00 -1.89
H -1.73 5.68 -0.80
H -1.61 4.66 -2.18
H 1.89 4.32 -2.62
H 1.63 2.55 -2.30
H 2.60 3.47 -1.24
H -0.06 4.76 1.63
H 1.60 4.52 1.20
H 0.65 3.14 1.64
C -0.40 -0.90 -4.55
C -1.65 -0.81 -3.70
O -1.50 0.17 -2.64
C -2.58 1.27 -2.71
C -2.35 2.21 -3.89
H 0.38 -1.51 -4.10
H 0.04 0.14 -4.73
H -0.67 -1.33 -5.50
H -1.81 -1.75 -3.16
H -2.54 -0.47 -4.29
H -2.50 1.77 -1.72
H -3.50 0.71 -2.75
H -1.63 2.93 -3.58
H -3.35 2.75 -4.01
H -2.15 1.76 -4.86
C -4.28 -4.13 0.17
N -2.86 -3.82 0.13
C -2.29 -2.63 -0.15
N -3.00 -1.49 -0.21
S -0.52 -2.65 -0.33
H -4.85 -3.48 -0.55
H -4.64 -4.03 1.17
H -4.41 -5.16 -0.15
H -2.24 -4.59 -0.03
H -3.96 -1.62 -0.16
H -0.33 -2.01 2.78
```

Output
spin multiplicity: 4
HOMO level (spin up / spin down): -13.2 / -13.2 eV
total charge: +2
frontier orbital gap (spin up / spin down): 0.2958 / 0.2968 Eh
ΔE to the lowest compared entry with this formula, charge and spin: 0.00 kJ/mol

These are the Mulliken partial charges, in e, on atoms 1 to 5:
1. Nd 0.58
2. C -0.81
3. C -0.78
4. C -0.57
5. C 0.13